{"formula": "C32H42N6O4S2Ti", "method": "ωB97M-V/def2-TZVPD", "elements": ["Ti", "C", "C", "C", "C", "C", "C", "C", "C", "C", "C", "C", "C", "C", "C", "C", "C", "C", "H", "H", "H", "H", "H", "H", "H", "H", "H", "H", "H", "H", "H", "H", "H", "H", "H", "H", "H", "H", "H", "H", "H", "H", "H", "H", "H", "H", "H", "N", "N", "C", "N", "N", "N", "O", "O", "H", "H", "H", "H", "H", "S", "C", "C", "C", "C", "C", "C", "S", "H", "H", "H", "H", "O", "C", "N", "C", "O", "C", "C", "C", "C", "C", "C", "H", "H", "H", "H"], "coordinates": [[0.155, 0.327, 0.601], [-0.946, 1.653, 2.287], [0.440, 1.866, 2.532], [0.986, 0.583, 2.853], [-0.096, -0.353, 2.795], [-1.306, 0.314, 2.509], [-2.737, -0.185, 2.707], [-3.490, -0.537, 1.422], [-3.520, 0.934, 3.416], [-2.723, -1.410, 3.622], [2.342, 0.112, 3.393], [3.560, 0.841, 2.822], [2.302, 0.291, 4.923], [2.555, -1.391, 3.136], [1.008, 3.296, 2.566], [1.592, 3.584, 3.959], [-0.126, 4.318, 2.371], [2.053, 3.612, 1.489], [-1.637, 2.428, 2.011], [-0.013, -1.411, 2.981], [-4.533, -0.751, 1.670], [-3.061, -1.419, 0.950], [-3.475, 0.294, 0.713], [-3.655, 1.803, 2.769], [-3.006, 1.258, 4.323], [-4.511, 0.567, 3.692], [-2.176, -2.234, 3.170], [-3.749, -1.735, 3.814], [-2.253, -1.177, 4.580], [3.566, 1.904, 3.050], [3.626, 0.723, 1.741], [4.462, 0.408, 3.260], [2.188, 1.333, 5.218], [3.229, -0.091, 5.360], [1.469, -0.275, 5.345], [2.483, -1.638, 2.079], [1.840, -2.010, 3.678], [3.553, -1.665, 3.484], [0.867, 3.345, 4.740], [1.834, 4.647, 4.033], [2.504, 3.027, 4.160], [-0.884, 4.235, 3.154], [-0.603, 4.201, 1.398], [0.300, 5.322, 2.421], [2.889, 2.920, 1.487], [2.433, 4.623, 1.664], [1.602, 3.575, 0.498], [-1.036, -0.832, -0.457], [-0.955, -2.144, -0.901], [-0.779, -3.233, -0.133], [-0.589, -4.392, -0.816], [-0.875, -3.053, 1.180], [-0.592, -4.100, 1.996], [-0.377, -3.799, 3.162], [-0.550, -5.272, 1.608], [-1.943, -0.462, -0.710], [-0.271, 0.056, -2.076], [-0.749, -2.263, -1.884], [0.023, -4.276, -1.610], [-0.313, -5.148, -0.205], [0.384, 0.356, -3.221], [0.204, 2.107, -3.125], [0.687, 2.805, -4.236], [0.619, 4.181, -4.315], [0.050, 4.892, -3.266], [-0.425, 4.209, -2.163], [-0.363, 2.812, -2.054], [-1.071, 2.188, -0.548], [1.119, 2.239, -5.053], [1.004, 4.693, -5.189], [-0.017, 5.972, -3.302], [-0.859, 4.758, -1.336], [1.818, 1.185, 0.021], [2.406, 0.075, -0.360], [1.650, -1.031, -0.118], [2.364, -2.148, -0.537], [1.987, -3.322, -0.472], [3.647, -1.645, -1.054], [4.740, -2.318, -1.583], [5.834, -1.580, -1.999], [5.837, -0.171, -1.888], [4.765, 0.514, -1.365], [3.653, -0.231, -0.935], [4.723, -3.398, -1.662], [6.699, -2.080, -2.416], [6.707, 0.379, -2.226], [4.772, 1.594, -1.287]], "lowdin_charge": [0.925, -0.160, -0.151, -0.155, -0.079, -0.235, -0.526, -0.052, -0.053, -0.046, -0.500, -0.028, -0.035, -0.034, -0.501, -0.049, -0.070, -0.042, 0.076, 0.090, 0.084, 0.061, 0.074, 0.081, 0.091, 0.081, 0.048, 0.085, 0.094, 0.056, 0.076, 0.089, 0.059, 0.086, 0.090, 0.075, 0.078, 0.089, 0.092, 0.083, 0.052, 0.089, 0.049, 0.084, 0.057, 0.087, 0.075, -0.203, -0.013, -0.411, 0.163, 0.169, -0.423, 0.019, 0.005, 0.030, -0.177, 0.135, 0.098, 0.069, 0.819, -0.604, -0.147, -0.112, -0.110, -0.147, -0.607, 0.731, 0.092, 0.094, 0.093, 0.086, -0.160, -0.465, 0.061, -0.434, 0.008, -0.099, -0.030, -0.109, -0.111, -0.025, -0.119, 0.110, 0.085, 0.089, 0.109], "multiplicity": 2, "homo_lumo_gap_ev": [5.185, 7.533], "relative_energy_kj_mol": 73.4, "total_energy_ha": -3520.0083, "s_squared": 0.770, "lumo_ev": [2.232, 2.356], "charge": -1}

=====

{"formula": "C8H87ClNO38", "method": "ωB97M-V/def2-TZVPD", "elements": ["C", "C", "O", "C", "O", "C", "C", "C", "N", "C", "C", "Cl", "H", "H", "H", "H", "H", "H", "H", "H", "H", "H", "H", "H", "H", "H", "H", "O", "H", "H", "O", "H", "H", "O", "H", "H", "O", "H", "H", "O", "H", "H", "O", "H", "H", "O", "H", "H", "O", "H", "H", "O", "H", "H", "O", "H", "H", "O", "H", "H", "O", "H", "H", "O", "H", "H", "O", "H", "H", "O", "H", "H", "O", "H", "H", "O", "H", "H", "O", "H", "H", "O", "H", "H", "O", "H", "H", "O", "H", "H", "O", "H", "H", "O", "H", "H", "O", "H", "H", "O", "H", "H", "O", "H", "H", "O", "H", "H", "O", "H", "H", "O", "H", "H", "O", "H", "H", "O", "H", "H", "O", "H", "H", "O", "H", "H", "O", "H", "H", "O", "H", "H", "O", "H", "H"], "coordinates": [[3.475, 1.546, 1.316], [3.162, 0.085, 1.584], [3.914, -0.788, 0.732], [1.673, -0.287, 1.503], [0.900, 0.797, 0.954], [-0.462, 0.906, 1.270], [-1.182, -0.378, 1.625], [-1.037, 1.696, 0.060], [-0.729, 3.102, 0.412], [-0.410, 3.251, 1.640], [-0.622, 1.997, 2.386], [0.352, 1.813, 3.836], [2.940, 2.195, 2.013], [3.233, 1.832, 0.290], [4.543, 1.691, 1.480], [3.494, -0.142, 2.598], [3.710, -0.505, -0.186], [1.297, -0.532, 2.495], [1.562, -1.160, 0.855], [-0.851, -0.694, 2.612], [-2.249, -0.183, 1.688], [-0.963, -1.173, 0.916], [-0.427, 1.421, -0.801], [-2.081, 1.529, -0.204], [-0.702, 3.921, -0.215], [-0.087, 4.206, 2.043], [-1.677, 2.035, 2.707], [3.961, -3.263, -1.054], [3.152, -3.071, -1.537], [4.066, -2.514, -0.452], [4.366, -0.186, -2.078], [3.868, -0.137, -2.901], [5.017, -0.863, -2.313], [-1.128, 5.666, -0.399], [-2.001, 5.868, -0.755], [-0.949, 6.392, 0.216], [4.875, -1.475, -4.552], [4.410, -1.473, -5.394], [5.575, -2.125, -4.696], [5.795, -2.563, -7.195], [5.379, -2.596, -8.069], [6.482, -3.238, -7.218], [-0.513, 8.120, 1.278], [-0.603, 9.074, 1.377], [0.108, 7.855, 1.966], [-3.272, -1.824, -0.279], [-4.031, -1.534, -0.798], [-3.675, -2.500, 0.294], [3.572, -5.205, 1.253], [4.338, -5.398, 1.802], [3.802, -4.414, 0.750], [-6.212, -1.660, 0.356], [-7.123, -1.582, 0.008], [-6.124, -0.949, 1.001], [4.064, -6.566, -1.798], [3.991, -5.609, -1.707], [4.644, -6.800, -1.066], [-8.420, -1.222, -1.279], [-9.314, -1.536, -1.472], [-7.901, -1.483, -2.051], [-5.472, -3.985, -1.621], [-5.426, -3.295, -0.951], [-5.739, -4.771, -1.129], [6.873, 0.502, -0.578], [6.041, 0.418, -1.051], [7.542, 0.149, -1.173], [7.504, -2.340, -4.096], [8.310, -2.603, -3.645], [7.760, -1.561, -4.610], [-4.752, 0.979, 0.637], [-4.206, 1.071, 1.428], [-4.389, 0.208, 0.180], [-3.254, -0.703, 3.921], [-3.246, 0.036, 4.552], [-3.455, -1.473, 4.461], [-1.843, 1.056, 6.291], [-1.745, 0.424, 7.016], [-0.965, 1.078, 5.899], [1.703, 2.300, -2.714], [1.275, 2.414, -1.861], [1.150, 1.668, -3.185], [-2.961, 3.600, 7.226], [-2.619, 3.710, 8.116], [-2.693, 2.713, 6.951], [8.606, -1.169, -6.570], [7.749, -1.260, -7.005], [9.229, -1.489, -7.233], [-6.571, 3.398, 1.144], [-5.957, 3.572, 1.865], [-6.192, 2.639, 0.684], [6.455, 0.610, 2.873], [6.978, 1.403, 2.731], [6.440, 0.202, 1.997], [0.438, -0.196, 7.719], [1.144, 0.455, 7.791], [0.647, -0.715, 6.930], [9.383, -0.913, -9.300], [9.870, -0.088, -9.392], [9.345, -1.282, -10.187], [-3.641, 7.581, 1.589], [-2.735, 7.903, 1.570], [-4.197, 8.364, 1.550], [-4.107, 2.039, 4.191], [-5.019, 2.136, 3.901], [-3.975, 2.754, 4.829], [-4.410, -3.433, 1.822], [-5.305, -3.321, 1.465], [-4.316, -2.688, 2.427], [3.987, -9.527, -1.218], [4.920, -9.302, -1.238], [3.526, -8.685, -1.322], [3.289, 4.485, -1.158], [2.665, 4.639, -0.439], [2.926, 3.712, -1.603], [-0.392, -2.017, 4.630], [-0.404, -2.911, 4.989], [-1.321, -1.750, 4.571], [-11.192, -1.336, -0.428], [-11.111, -0.589, 0.173], [-11.310, -2.104, 0.140], [-7.737, -3.332, -3.106], [-6.953, -3.547, -2.568], [-7.546, -3.692, -3.976], [1.477, 5.979, 1.281], [2.190, 6.026, 1.929], [1.564, 6.788, 0.764], [-7.734, -4.886, -0.077], [-8.454, -4.504, -0.591], [-8.135, -5.572, 0.465], [3.961, -2.528, -9.456], [3.444, -2.083, -10.132], [3.339, -3.106, -9.002], [-3.799, 4.303, 1.360], [-4.411, 4.261, 0.614], [-3.018, 3.815, 1.095]], "lowdin_charge": [-0.023, -0.369, -0.063, -0.108, -0.111, -0.486, 0.001, 0.006, 0.136, -0.006, -0.542, 0.803, 0.071, 0.075, 0.075, 0.145, 0.057, 0.103, 0.138, 0.058, 0.062, 0.106, 0.130, 0.136, 0.130, 0.147, 0.132, -0.040, 0.059, 0.011, -0.059, 0.045, 0.041, -0.039, 0.074, 0.017, -0.060, 0.033, 0.002, -0.047, 0.005, 0.055, -0.041, 0.073, 0.047, -0.062, 0.020, 0.001, -0.059, 0.036, -0.008, -0.064, 0.027, 0.045, -0.055, 0.010, 0.032, -0.067, 0.026, 0.027, -0.041, -0.001, 0.049, -0.045, -0.010, 0.040, -0.060, 0.048, 0.020, -0.041, 0.030, 0.014, -0.059, 0.011, 0.050, -0.067, 0.052, -0.027, -0.033, 0.006, 0.052, -0.068, 0.036, -0.022, -0.065, 0.015, 0.018, -0.054, 0.009, 0.005, -0.059, 0.037, 0.015, -0.046, 0.050, 0.032, -0.046, 0.052, 0.048, -0.053, -0.012, 0.040, -0.044, 0.051, 0.048, -0.045, 0.026, 0.031, -0.061, 0.025, 0.008, -0.043, -0.004, -0.007, -0.052, 0.054, 0.001, -0.043, 0.052, 0.046, -0.070, -0.010, 0.049, -0.047, 0.069, 0.054, -0.043, 0.041, 0.050, -0.044, 0.053, 0.054, -0.041, 0.043, -0.009], "homo_lumo_gap_ev": 8.346, "total_energy_ha": -3730.8778, "lumo_ev": -3.550, "charge": 1}

=====

{"formula": "C3H9NO2", "method": "ωB97M-V/def2-TZVPD", "elements": ["C", "C", "O", "H", "H", "H", "H", "N", "C", "O", "H", "H", "H", "H", "H"], "coordinates": [[1.779, -2.089, 0.497], [1.845, -0.952, -0.177], [1.167, -0.660, -1.383], [2.483, -2.233, 1.399], [1.382, -2.931, -0.001], [2.291, -0.013, 0.396], [1.030, 0.289, -1.316], [-1.870, 0.509, 0.869], [-1.362, 1.550, -0.115], [-0.985, 1.006, -1.399], [-1.099, -0.138, 1.103], [-2.155, 0.915, 1.694], [-2.266, 2.190, -0.272], [-0.541, 2.190, 0.325], [-1.699, 0.366, -1.620]], "lowdin_charge": [-0.028, -0.283, -0.048, 0.085, 0.037, 0.141, 0.053, 0.014, -0.300, -0.101, 0.067, 0.019, 0.110, 0.121, 0.110], "homo_lumo_gap_ev": 10.069, "relative_energy_kj_mol": 277.2, "smiles": "C=CO.NCO", "total_energy_ha": -324.8670, "lumo_ev": 0.859}

=====

{"formula": "C10H20N3", "method": "ωB97M-V/def2-TZVPD", "elements": ["C", "C", "C", "C", "C", "C", "C", "C", "C", "C", "N", "N", "N", "H", "H", "H", "H", "H", "H", "H", "H", "H", "H", "H", "H", "H", "H", "H", "H", "H", "H", "H", "H"], "coordinates": [[0.203, 1.651, -0.434], [-0.076, 0.307, 1.466], [1.075, 2.648, -0.592], [-0.432, 0.841, -1.739], [0.832, -0.671, 1.158], [-0.678, -0.495, -1.425], [-1.109, 0.070, 2.555], [-1.647, 1.675, -2.129], [2.259, -0.526, 0.694], [0.194, -1.627, -1.938], [-0.393, 1.379, 0.725], [-1.668, -0.738, -0.571], [0.806, -1.872, 2.145], [1.556, 3.140, 0.266], [1.697, 2.644, -1.480], [0.422, 1.031, -2.543], [-0.653, 0.089, 3.645], [-1.609, -0.952, 2.332], [-2.051, 0.806, 2.528], [-2.013, 2.044, -1.165], [-2.263, 0.919, -2.762], [-1.451, 2.487, -2.723], [2.239, 0.470, 0.444], [2.451, -1.256, -0.133], [2.990, -0.590, 1.515], [1.219, -1.270, -2.066], [-0.166, -1.899, -2.952], [-0.047, -2.377, -1.138], [-2.323, 0.129, -0.446], [-2.050, -1.625, -0.247], [0.465, -2.692, 1.710], [0.380, -1.702, 3.032], [1.841, -2.040, 2.266]], "lowdin_charge": [-0.378, -0.389, 0.050, -0.261, -0.267, -0.313, -0.064, -0.031, -0.045, 0.018, 0.068, 0.210, 0.199, 0.083, 0.061, 0.189, 0.115, 0.082, 0.129, 0.092, 0.131, 0.059, 0.036, 0.088, 0.095, 0.090, 0.114, 0.098, 0.179, 0.147, 0.131, 0.116, 0.166], "homo_lumo_gap_ev": 7.274, "relative_energy_kj_mol": 519.2, "total_energy_ha": -556.8880, "lumo_ev": -3.480, "charge": 1}

=====

Which formula does entry 2 have?
C8H87ClNO38